A cluster of 6 separate species, C33H61FI2NO21P in total, computed with wB97M-V/def2-TZVPD.

Last column: Mulliken charge in e.
Geometry (Å):
I1 -0.770 -0.992 -2.043  0.05
I2 2.634 -2.524 1.025  -0.02
P1 -1.769 0.820 0.597  0.82
F1 -1.083 -0.049 3.212  -0.44
O1 -0.364 -10.867 3.703  -0.33
O2 4.487 -7.278 -0.523  -0.56
O3 1.320 2.709 0.916  -0.20
O4 3.750 -6.984 -2.638  -0.22
O5 -1.637 -4.557 -5.518  -0.30
O6 -2.340 -0.637 0.940  -0.58
O7 -2.165 1.735 1.844  -0.58
O8 2.463 -6.403 -1.013  -0.07
O9 -1.994 7.456 -2.259  -0.52
O10 -6.846 7.326 3.364  -0.31
O11 0.801 -9.370 2.480  -0.54
O12 -4.172 7.795 -1.776  -0.31
O13 -3.187 9.171 -3.113  -0.34
O14 -0.490 -10.971 1.553  -0.31
O15 -2.447 1.321 -0.607  -0.84
O16 -0.248 -4.735 -3.880  -0.18
O17 -6.516 9.559 3.371  -0.54
O18 0.108 -5.974 -5.732  -0.55
O19 1.269 2.027 -1.315  0.01
O20 -6.149 8.269 1.555  -0.25
O21 0.413 2.998 3.010  -0.62
N1 2.264 0.518 1.832  1.24
C1 0.020 4.704 -0.341  -0.62
C2 0.149 -10.251 4.886  -0.62
C3 -2.016 9.594 -3.814  -0.63
C4 -0.542 3.297 -0.253  -1.24
C5 0.056 -10.310 2.570  0.82
C6 4.179 2.149 1.848  0.01
C7 2.820 -0.458 -1.266  -0.77
C8 -2.056 -4.932 -6.830  -0.66
C9 2.022 -1.100 4.668  -0.98
C10 -0.121 -10.475 0.265  -0.62
C11 0.763 2.287 2.098  0.09
C12 -0.526 -5.169 -5.103  0.67
C13 -3.015 8.078 -2.372  0.80
C14 -6.505 8.493 2.818  0.76
C15 0.932 -0.062 4.369  -1.01
C16 -4.133 6.633 -0.940  -0.76
C17 2.203 -6.270 0.388  -0.74
C18 3.238 1.222 2.645  -1.23
C19 0.824 1.752 -3.746  -1.46
C20 1.749 -1.254 -0.538  -0.78
C21 0.286 -0.188 2.983  0.14
C22 0.931 -5.299 -3.296  -0.71
C23 0.366 -0.642 -0.192  -1.69
C24 1.247 5.163 -0.713  -1.03
C25 0.832 0.747 1.914  0.37
C26 3.652 -6.925 -1.309  0.63
C27 0.107 0.752 0.501  1.97
C28 -7.252 7.415 4.730  -0.64
C29 0.991 2.675 -2.546  -0.13
C30 4.984 -7.527 -3.113  -0.70
C31 0.507 2.167 -0.205  0.46
C32 -5.753 9.441 0.837  -0.65
C33 5.404 1.350 1.337  -1.37
H1 -5.124 6.512 -0.513  0.27
H2 -2.279 -5.996 -6.873  0.29
H3 5.049 0.362 1.048  0.21
H4 1.235 -10.321 4.915  0.29
H5 3.051 0.527 -0.873  0.11
H6 1.267 0.957 4.539  0.22
H7 -3.884 5.749 -1.524  0.37
H8 2.600 -0.365 -2.325  0.14
H9 3.693 2.553 0.962  -0.14
H10 -1.684 8.823 -4.508  0.29
H11 -1.205 3.160 -1.111  0.84
H12 0.408 -1.230 2.691  0.28
H13 4.492 2.992 2.458  0.52
H14 0.954 -10.553 0.117  0.28
H15 0.168 3.382 -2.585  0.31
H16 -4.882 9.901 1.301  0.32
H17 -2.293 10.484 -4.371  0.22
H18 -3.417 6.766 -0.130  0.31
H19 -0.162 -9.210 4.944  0.29
H20 -1.206 3.313 0.602  0.59
H21 3.744 -1.031 -1.217  0.48
H22 -1.218 9.840 -3.116  0.30
H23 -0.086 -1.377 0.462  0.98
H24 1.211 -5.838 0.488  0.24
H25 -0.444 -9.443 0.144  0.28
H26 5.110 -8.551 -2.768  0.29
H27 -0.630 -11.098 -0.464  0.24
H28 -2.959 -4.367 -7.040  0.21
H29 1.515 0.917 -3.728  0.18
H30 4.928 -7.516 -4.197  0.23
H31 5.823 -6.915 -2.788  0.29
H32 5.807 1.834 0.453  0.44
H33 -0.707 5.463 -0.052  0.34
H34 -3.023 -0.837 0.288  0.44
H35 -2.960 1.384 2.256  0.37
H36 3.918 0.478 3.069  0.48
H37 1.719 5.026 -1.676  0.25
H38 -5.488 9.126 -0.168  0.17
H39 -0.202 1.411 -3.835  0.29
H40 6.144 1.276 2.127  0.37
H41 1.839 5.696 0.027  0.27
H42 -6.571 10.157 0.779  0.34
H43 0.158 -0.212 5.115  0.62
H44 1.853 -2.010 4.101  0.19
H45 2.620 0.482 0.894  -0.70
H46 -6.442 7.797 5.348  0.30
H47 1.009 2.344 -4.640  0.48
H48 0.835 -6.377 -3.195  0.33
H49 -8.131 8.049 4.830  0.29
H50 2.214 -7.242 0.878  0.37
H51 1.866 3.278 -2.783  0.31
H52 1.526 -2.062 -1.220  0.68
H53 3.033 -0.739 4.514  0.19
H54 -0.269 -10.798 5.725  0.22
H55 -7.499 6.406 5.046  0.22
H56 2.870 1.776 3.504  0.38
H57 -1.294 -4.679 -7.565  0.30
H58 1.954 -1.363 5.722  0.38
H59 2.925 -5.601 0.848  0.18
H60 1.034 -4.860 -2.310  0.23
H61 1.810 -5.052 -3.888  0.34

Forces on atoms 1 to 6 (eV/Å):
0.170 -0.070 0.104
-0.131 0.147 -0.145
-1.273 0.317 -0.020
-0.145 0.159 -0.288
-0.037 -0.045 0.063
0.105 -0.045 0.081

Properties
**Structure (SMILES)**: C=CC[C@@]1(OCC)OC(=O)[C@@](NCCC)([C@H](F)CC)[C@@]1([C@@H](I)[C@@H](C)I)P(=O)(O)O.COC(=O)OC.COC(=O)OC.COC(=O)OC.COC(=O)OC.COC(=O)OC
**Net charge**: 0

***

A cluster of 13 separate species, C48H131N9O19 in total, computed with wB97M-V/def2-TZVPD.

Last column: Mulliken charge in e.
Geometry (Å):
O1 0.028 2.647 3.965  -0.74
O2 1.876 4.054 0.770  -0.27
O3 5.900 -3.937 -4.199  -0.46
O4 2.359 3.232 -2.095  -0.47
O5 6.350 6.760 1.413  -0.39
O6 -0.521 -4.601 -3.883  -0.40
O7 -0.356 -0.243 3.485  0.74
O8 5.762 -2.763 0.117  -0.42
O9 5.207 2.220 -1.695  0.30
O10 -6.663 -0.034 2.643  -0.45
O11 -3.034 -2.093 1.920  -0.25
O12 -0.555 0.219 -3.777  -0.13
O13 0.304 4.964 2.786  -0.72
O14 -0.512 -3.020 2.575  -0.40
O15 -8.938 -0.241 4.070  -0.52
O16 -8.126 -1.763 -1.846  -0.38
O17 1.659 -0.585 -0.142  1.42
O18 -3.175 0.851 7.500  -0.46
O19 -4.248 2.112 -0.959  0.24
N1 -1.212 -0.403 0.880  0.93
N2 -6.172 -2.045 0.366  -0.31
N3 -2.904 0.449 -5.036  -0.65
N4 -0.126 0.807 8.077  -0.68
N5 8.512 -3.680 -4.924  -0.56
N6 6.544 4.005 1.212  -0.35
N7 0.507 -3.622 -0.492  -0.10
N8 -4.381 5.807 -1.026  -0.65
N9 3.711 -5.582 -0.915  -0.70
C1 0.793 0.396 -3.536  -0.97
C2 5.515 -4.003 -0.519  0.04
C3 -4.065 1.710 -2.312  -0.58
C4 -0.962 -0.143 7.304  1.00
C5 0.963 0.688 0.087  -0.58
C6 -7.277 -0.616 -1.372  -1.36
C7 -9.388 -1.814 -1.184  -0.66
C8 -6.748 -0.226 4.039  -0.13
C9 4.110 -4.348 -0.288  1.66
C10 -3.075 -1.969 -5.364  -1.68
C11 5.153 6.020 1.600  0.36
C12 -2.382 4.384 -1.095  -0.26
C13 -3.872 4.556 -1.418  0.34
C14 0.322 -4.344 -2.795  -0.45
C15 -1.321 -1.302 8.166  -1.61
C16 5.664 4.671 2.184  -0.72
C17 0.118 -4.731 -5.176  -0.82
C18 6.407 7.828 0.470  -0.77
C19 -3.752 -2.789 2.847  -0.63
C20 1.190 4.534 -0.394  0.57
C21 -3.461 -0.717 1.837  0.72
C22 6.335 -2.641 -4.492  -0.35
C23 4.504 -4.039 -4.208  -0.69
C24 -4.738 3.428 -0.754  -1.31
C25 0.739 -1.170 3.603  -0.24
C26 8.438 -1.284 -4.754  -1.20
C27 -1.632 -3.065 -1.787  -0.44
C28 -5.311 -2.120 -1.938  -1.78
C29 -0.453 -4.025 -1.624  0.01
C30 -2.614 -0.112 0.787  0.36
C31 7.866 -2.613 -4.259  0.90
C32 6.219 -1.673 -0.642  -0.55
C33 -0.938 4.230 2.467  0.61
C34 3.028 -0.538 -0.063  0.30
C35 0.296 -2.624 3.636  -0.48
C36 -2.468 -0.837 -4.519  2.25
C37 -7.904 -1.125 4.403  -0.63
C38 -4.402 1.170 6.811  -0.61
C39 -2.240 0.401 6.571  0.44
C40 2.167 4.589 -1.578  -0.38
C41 3.869 -4.309 1.233  -1.57
C42 6.149 3.081 -1.152  -0.75
C43 -1.189 3.121 3.537  -0.13
C44 -5.923 -1.250 -0.854  3.25
C45 -0.509 0.491 -0.078  1.15
C46 5.728 3.199 0.313  0.44
C47 -0.985 -0.907 -4.504  -0.22
C48 5.570 1.632 -2.972  -0.78
H1 -2.677 -0.425 5.930  -0.04
H2 -3.574 -2.456 3.879  0.11
H3 -0.684 1.239 8.803  0.25
H4 -4.907 5.872 -0.185  0.23
H5 1.315 -0.958 4.449  0.74
H6 6.198 5.021 3.057  0.48
H7 -1.871 -2.072 7.611  0.31
H8 3.466 -0.496 0.958  0.14
H9 -0.372 -1.688 8.471  0.45
H10 -1.939 2.355 3.298  -0.07
H11 -5.784 -3.101 -2.073  0.49
H12 -3.194 2.172 -2.722  0.43
H13 -4.161 -2.003 -5.219  0.32
H14 -2.422 1.186 -4.512  0.23
H15 -7.091 0.041 -2.219  0.39
H16 7.256 -1.826 -1.014  0.41
H17 -2.269 -3.248 -2.638  0.81
H18 3.455 -3.556 -0.716  -0.74
H19 -9.989 -1.013 -1.593  0.31
H20 0.365 3.838 -0.713  -0.56
H21 -1.039 -4.938 -1.364  0.31
H22 -2.265 -2.875 -0.930  0.16
H23 6.231 -4.739 -0.144  0.40
H24 4.811 4.054 2.572  0.25
H25 3.473 -1.478 -0.437  -0.92
H26 -4.246 -2.291 -1.694  0.26
H27 6.179 -0.797 -0.001  0.20
H28 1.532 4.574 1.487  0.19
H29 -2.810 -0.844 -3.502  -1.24
H30 -0.636 -4.636 -5.964  0.24
H31 1.132 -0.252 -2.707  0.22
H32 1.284 1.012 1.138  0.06
H33 7.189 2.662 -1.348  0.38
H34 -7.490 0.337 2.352  0.34
H35 -0.796 -0.297 2.560  -0.31
H36 -4.518 -0.710 1.551  -0.45
H37 -0.878 1.516 0.127  -0.95
H38 -0.605 -0.951 -5.568  0.50
H39 6.574 1.197 -3.095  0.22
H40 8.055 -0.484 -4.142  -0.01
H41 8.058 -4.548 -4.882  0.22
H42 1.334 1.445 -0.629  -0.58
H43 -0.313 -0.578 6.505  -0.27
H44 -2.740 0.995 0.845  0.01
H45 1.458 0.345 -4.419  0.41
H46 -0.703 -1.878 -4.096  -0.32
H47 -9.832 -2.800 -1.346  0.25
H48 -2.864 -1.649 -6.403  0.49
H49 0.781 4.342 3.345  0.39
H50 -6.852 0.701 4.704  0.22
H51 3.930 -6.369 -0.331  0.29
H52 5.500 -1.490 -1.445  0.19
H53 -0.887 3.666 1.497  -0.72
H54 4.068 -3.301 1.624  0.31
H55 -2.662 -2.949 -5.216  0.27
H56 -3.256 -0.164 2.779  0.15
H57 5.774 -3.841 -1.621  -0.45
H58 0.190 1.727 3.668  0.28
H59 3.216 2.905 -1.806  0.07
H60 0.897 -3.937 -5.278  0.27
H61 -0.168 -2.675 4.618  0.25
H62 1.316 -1.038 2.713  -0.54
H63 -5.847 -0.601 4.363  0.17
H64 -4.823 3.479 0.318  0.50
H65 -6.801 -2.804 0.234  0.35
H66 -3.985 0.628 -2.202  -0.51
H67 -0.017 -3.650 0.405  0.24
H68 4.575 -5.030 1.714  0.42
H69 0.669 5.552 -0.245  0.51
H70 -1.340 -2.522 2.604  0.15
H71 6.077 4.105 -1.627  0.17
H72 4.709 5.797 0.631  -0.28
H73 -9.292 -1.716 -0.063  0.17
H74 -4.842 0.351 6.246  0.21
H75 4.810 3.762 0.170  -0.68
H76 -7.978 -1.375 5.488  0.34
H77 1.209 -3.265 3.529  0.45
H78 4.017 -3.107 -3.841  0.22
H79 -7.789 0.007 -0.633  0.47
H80 -1.601 3.628 4.417  0.39
H81 -2.224 3.318 -0.910  -0.53
H82 3.363 0.364 -0.578  -0.12
H83 -2.620 0.486 -6.018  0.38
H84 -7.820 -2.046 3.811  0.32
H85 -1.028 -1.353 0.587  -0.41
H86 -0.716 0.141 -1.089  -0.32
H87 1.002 -5.199 -2.597  0.48
H88 1.070 1.384 -3.160  0.25
H89 -1.898 -0.972 9.034  0.34
H90 -4.982 6.264 -1.697  0.27
H91 9.059 -3.480 -5.729  0.19
H92 4.151 -4.445 -5.185  0.35
H93 5.442 8.374 0.528  0.33
H94 0.873 -3.419 -3.021  0.03
H95 7.209 8.468 0.750  0.27
H96 -3.986 4.495 -2.515  0.41
H97 -3.380 -3.815 2.812  0.28
H98 -4.155 2.025 6.126  0.24
H99 0.553 -5.718 -5.119  0.38
H100 -4.861 -2.695 2.627  0.07
H101 4.456 6.574 2.259  0.41
H102 5.600 2.201 0.750  0.28
H103 6.695 7.497 -0.490  0.26
H104 5.413 2.382 -3.759  0.34
H105 7.222 3.478 1.733  0.32
H106 1.915 5.303 -2.384  0.36
H107 -1.184 -2.071 -1.922  -0.45
H108 0.763 -2.627 -0.640  -0.32
H109 8.008 -2.608 -3.154  -0.12
H110 2.821 -4.489 1.548  0.33
H111 -5.266 -1.635 -2.898  0.33
H112 -6.423 -1.435 1.119  -0.34
H113 -5.766 3.522 -1.028  0.38
H114 4.296 -4.774 -3.406  0.24
H115 -2.302 4.973 -0.169  0.32
H116 0.405 1.500 7.526  0.25
H117 -4.888 2.043 -3.007  0.41
H118 -1.751 4.923 2.426  0.47
H119 -1.968 1.206 5.837  -0.18
H120 -5.080 1.516 7.541  0.39
H121 -5.268 -0.399 -0.496  -1.26
H122 5.778 -1.879 -3.861  -0.17
H123 -9.723 -0.731 3.880  0.30
H124 8.085 -1.149 -5.814  0.39
H125 9.513 -1.173 -4.740  0.43
H126 -1.653 4.804 -1.851  0.24
H127 2.702 -5.484 -0.827  0.27
H128 6.090 -2.457 -5.506  0.63
H129 3.118 4.969 -1.143  -0.21
H130 -3.110 -0.409 -0.168  -0.84
H131 4.822 0.845 -3.149  0.07

Forces on atoms 1 to 6 (eV/Å):
1.517 -1.447 0.108
0.002 -0.040 -1.696
0.214 0.244 0.475
-0.452 1.298 0.023
0.537 0.421 0.210
-0.925 0.167 -1.102

Properties
**Energy above the lowest of the compared OMol25 structures with the same formula, charge and spin**: 92.3 kJ/mol
**Net charge**: 0

***

A cluster of 3 separate species, C17H40B3IN2O3 in total, computed with wB97M-V/def2-TZVPD.

Last column: Mulliken charge in e.
Geometry (Å):
I1 -4.214 3.397 2.072  -0.05
O1 -0.196 5.806 0.419  -0.41
O2 -1.342 3.433 0.567  0.18
O3 -2.695 5.501 0.048  -0.27
N1 3.534 3.733 1.947  -0.64
N2 -1.961 7.623 1.282  -0.49
C1 0.671 -2.228 -0.994  -0.34
C2 -1.684 -5.554 -1.657  0.02
C3 3.197 -1.906 -0.938  -1.24
C4 0.313 -0.853 -1.570  -1.14
C5 -1.043 8.628 1.100  0.66
C6 2.287 3.796 1.083  -0.26
C7 -2.855 -6.160 -2.416  -1.39
C8 -0.677 -7.963 0.076  -0.35
C9 -0.622 9.302 -0.350  -1.03
C10 -0.304 9.283 2.442  -0.86
C11 0.142 0.263 -0.535  0.23
C12 0.331 -7.304 1.003  -1.03
C13 0.917 3.919 1.976  -0.36
C14 -0.368 -6.302 -1.885  -0.53
C15 -0.998 0.007 0.438  -1.21
C16 -0.355 -7.760 -1.407  -0.82
C17 1.948 -2.270 -0.150  -0.46
B1 -1.563 6.337 0.583  0.21
B2 -2.629 4.186 0.779  0.16
B3 -0.289 4.398 0.939  0.15
H1 3.322 3.213 2.833  0.26
H2 3.153 -0.882 -1.318  0.27
H3 -0.617 -0.950 -2.144  0.38
H4 0.322 10.225 2.083  0.29
H5 -1.947 -0.101 -0.095  0.28
H6 0.773 -2.934 -1.828  0.38
H7 -1.555 -4.516 -1.988  0.15
H8 0.636 -8.182 -1.616  0.39
H9 -1.684 -7.595 0.304  0.25
H10 -2.658 -6.171 -3.492  0.31
H11 4.081 -1.985 -0.297  0.39
H12 1.074 0.417 0.021  -0.02
H13 -1.182 9.710 3.103  0.28
H14 0.394 8.530 3.003  0.22
H15 0.440 -5.749 -1.393  0.13
H16 1.856 -1.610 0.719  0.28
H17 -0.162 -2.600 -0.389  0.27
H18 3.827 4.697 2.249  0.27
H19 2.069 -3.285 0.246  0.32
H20 -1.093 0.847 1.134  0.32
H21 0.433 8.923 -0.706  0.25
H22 1.337 -7.696 0.825  0.29
H23 -0.829 -0.896 1.031  0.35
H24 -0.132 -6.289 -2.956  0.41
H25 0.069 -7.506 2.047  0.37
H26 -0.691 -9.039 0.283  0.35
H27 1.079 -0.548 -2.292  0.40
H28 -1.462 9.233 -1.170  0.30
H29 3.334 -2.585 -1.786  0.29
H30 -1.922 -5.508 -0.590  0.28
H31 -0.486 10.467 -0.129  0.37
H32 2.370 4.727 0.358  0.25
H33 2.246 2.810 0.421  0.08
H34 -3.063 -7.184 -2.091  0.30
H35 -0.057 1.201 -1.066  0.27
H36 0.656 2.862 2.418  0.19
H37 -3.760 -5.568 -2.245  0.41
H38 0.353 -6.219 0.872  0.16
H39 0.992 4.770 2.794  0.22
H40 -1.062 -8.346 -2.004  0.31

Forces on atoms 1 to 6 (eV/Å):
0.952 0.464 -0.881
-3.439 -1.996 2.007
-1.322 4.035 1.924
1.828 -2.231 3.881
-0.843 0.637 0.411
5.830 0.972 -2.423

Properties
**Structure (SMILES)**: CC(C)=NB1OB(I)OB(CCN)O1.CCCCCC.CCCCCC
**Net charge**: 0

***

Number 1: Kohn-Sham gap 7.59 eV, energy -107903.020 eV. Number 2: Kohn-Sham gap 8.89 eV, energy -104203.163 eV. Number 3: Kohn-Sham gap 9.06 eV, energy -37534.339 eV.